# 1
Here is a single C13H18NO6P molecule from the OMol25 dataset. Energies are from ωB97M-V/def2-TZVPD.

The geometry in XYZ format:
```
39
C13H18NO6P, DFT ωB97M-V/def2-TZVPD
P -1.9986 -0.6694 -1.7153
O -1.7014 1.9648 2.1806
O -0.7622 -1.4948 -2.5347
O -3.2491 0.8940 0.8937
O 1.2311 1.4158 1.9042
O -1.1016 0.1294 0.8887
O -1.9114 0.9566 -2.1511
N 1.5776 -1.2081 0.9811
C 2.1090 1.4845 -1.7682
C 1.4034 3.8155 -1.0253
C 1.8700 2.8900 -2.0837
C 1.0066 -2.5480 0.7678
C -0.4172 -2.7228 1.4584
C 1.4349 1.8412 0.6007
C -1.9671 1.1096 1.4112
C 1.8799 0.9072 -0.4220
C 1.1893 3.2491 0.2945
C -1.6127 -2.4142 0.4880
C -1.8206 -0.8780 0.1539
C 2.1474 -0.6182 -0.2378
C -3.2751 -0.5362 0.6932
H 2.4832 0.8173 -2.5811
H -0.4765 -2.1945 2.4464
H 1.2238 4.8929 -1.2547
H 2.0187 3.3355 -3.0936
H 1.7735 -1.1239 -1.1744
H -0.5698 -0.9910 -3.3511
H 3.2714 -0.7797 -0.2523
H -0.4866 -3.8253 1.7084
H -0.9872 1.2379 -1.9609
H -4.1464 -0.8886 0.0888
H -3.3299 -0.9200 1.7470
H 0.8940 -2.8398 -0.3061
H 2.2496 -1.1893 1.7453
H 1.6147 2.0423 2.5406
H -1.5455 -3.0247 -0.4492
H 0.8195 3.9296 1.1031
H -2.5520 -2.7544 1.0169
H 1.7132 -3.2924 1.2491
```

E_tot, eV: -36835.064
Kohn-Sham gap, eV: 9.014
Total charge: 0
Max |F|, eV Å⁻¹: 3.03
M, g mol⁻¹: 315.26
Highest occupied orbital energy, eV: -8.42
ΔE to the lowest compared entry with this formula, charge and spin, kcal per mole: 32.9

Here are the natural (NBO) charges for atoms 1 to 2, given in e:
1 P 1.278
2 O -0.543

=====

# 2
Here is a molecular structure, C13H19AsN3O6P2S2Ta from the OMol25 dataset. Energies are from ωB97M-V/def2-TZVPD.

The geometry in XYZ format:
```
47
C13H19AsN3O6P2S2Ta, DFT ωB97M-V/def2-TZVPD
Ta -0.1356 -0.1312 0.5213
As -1.3190 2.0056 -0.0861
S -0.1016 -0.4414 -1.8556
S 1.9165 0.9946 0.1238
P -0.2756 -0.8485 2.9936
P -1.5169 -2.5053 0.8780
O 0.8866 -0.9358 2.0144
O -1.0676 0.3477 2.5486
O -2.5526 -3.5308 0.7579
O -1.7909 -1.0739 0.3875
O -0.0968 -2.8053 0.2064
O 0.0744 -0.9289 4.5092
N 3.6219 -0.0058 -6.7166
N -2.5347 -2.5756 3.3395
N 6.3704 1.4756 -4.0948
C -0.2642 3.6148 -0.4277
C 2.3501 0.7571 -1.5648
C -2.4619 2.0232 -1.6748
C 1.7929 -0.0318 -3.7732
C 3.3800 0.1612 -5.6067
C -0.2968 -3.6026 3.1482
C -1.1697 -2.4194 2.7241
C 3.9682 0.9277 -3.3341
C 1.4547 0.1382 -2.4386
C -2.6069 2.7170 1.2129
C 5.2938 1.2491 -3.7663
C 3.0466 0.3570 -4.2290
C 3.6044 1.1483 -2.0121
H -2.1426 2.8045 2.1921
H 0.3845 3.4562 -1.2880
H -3.0546 -1.7010 3.4493
H -2.4918 -3.0368 4.2512
H 1.0863 -0.4806 -4.4589
H -2.9336 3.6960 0.8721
H 0.3464 3.8550 0.4404
H 0.0299 -3.7349 -0.0607
H -3.4665 2.0522 1.2752
H -3.0582 -3.1851 2.6698
H -2.9435 2.9967 -1.7313
H 0.6194 -0.2574 4.9597
H -0.9536 4.4302 -0.6325
H 4.3000 1.6137 -1.3270
H -0.7060 -4.5414 2.7694
H -1.8584 1.8590 -2.5645
H -3.2167 1.2416 -1.6060
H 0.7177 -3.4929 2.7687
H -0.2286 -3.6560 4.2361
```

E_tot, eV: -133174.028
Kohn-Sham gap, eV: 6.530
Total charge: +2
Max |F|, eV Å⁻¹: 5.41
M, g mol⁻¹: 695.26
Highest occupied orbital energy, eV: -14.43
ΔE to the lowest compared entry with this formula, charge and spin, kcal per mole: 44.0

Here are the natural (NBO) charges for atoms 1 to 2, given in e:
1 Ta 1.353
2 As 1.057

=====

# 3
Here is 2 unconnected molecules or ions with the total composition C13H19BBr2NO5 from the OMol25 dataset. Energies are from ωB97M-V/def2-TZVPD.

The geometry in XYZ format:
```
41
C13H19BBr2NO5, DFT ωB97M-V/def2-TZVPD
Br -1.5999 -3.1628 -2.1022
Br 1.3735 -5.1125 -1.3983
O -1.0460 -1.5294 2.5865
O 1.1296 3.3600 0.1870
O -2.1615 -0.8005 0.7893
O 0.9607 4.2824 -1.8437
O -1.9073 1.1560 -0.6070
N 2.5591 0.1492 -0.2894
C 0.7281 -1.3206 -0.2360
C -1.0529 -1.0108 1.5159
C -3.7553 1.2062 1.1178
C 0.2427 -0.6038 0.8638
C -0.1580 -5.5918 -2.5014
C 0.9451 0.4816 1.3680
C -3.2111 2.0353 2.3103
C 2.1364 3.3408 1.1969
C -0.6521 -4.3999 -3.2728
C 1.5682 3.6250 -1.0712
C 2.9496 2.0276 1.2322
C 1.9070 -0.9192 -0.7951
C 2.1330 0.8607 0.7740
B -2.5682 0.5158 0.3885
H 2.3472 -1.4091 -1.6501
H 0.1629 -2.1578 -0.6280
H 3.2720 1.8395 2.2559
H 3.4244 0.4362 -0.7295
H 2.5251 3.1443 -1.3400
H -2.1802 2.3501 2.1329
H 2.8006 4.1979 1.1064
H 3.8480 2.1182 0.6208
H -3.8043 2.9338 2.4517
H -3.2313 1.4468 3.2242
H -4.2384 1.8600 0.3937
H 0.5915 1.0439 2.2205
H -4.4478 0.4357 1.4501
H 0.1887 -6.3680 -3.1790
H 0.1613 -3.8417 -3.7234
H -1.2673 0.6161 -1.0822
H -1.3656 -4.6877 -4.0407
H 1.6028 3.4505 2.1373
H -0.9098 -5.9980 -1.8333
```

E_tot, eV: -166274.138
Kohn-Sham gap, eV: 8.432
Total charge: +1
Max |F|, eV Å⁻¹: 0.51
M, g mol⁻¹: 439.92
Highest occupied orbital energy, eV: -12.96
ΔE to the lowest compared entry with this formula, charge and spin, kcal per mole: 0.0

Here are the natural (NBO) charges for atoms 1 to 2, given in e:
1 Br -0.019
2 Br -0.025

=====

# 4
Here is a single C13H19BrN2O molecule from the OMol25 dataset. Energies are from ωB97M-V/def2-TZVPD.

The geometry in XYZ format:
```
36
C13H19BrN2O, DFT ωB97M-V/def2-TZVPD
Br 3.3687 -0.0914 -0.0221
O -3.6271 -1.0868 1.3713
N -3.3548 -0.3903 -0.7618
N -0.6417 2.8492 0.2715
C 0.1775 2.8575 -0.9227
C 0.9969 -1.1912 1.1333
C -0.2436 -1.6849 -1.2971
C -2.3287 -2.4731 -0.1184
C -2.7360 1.9873 -0.7414
C 1.6338 -0.8870 -0.0588
C -0.9083 -1.9881 -0.1144
C -3.1835 -1.2578 0.2593
C -3.8508 0.9543 -0.5656
C -0.2709 -1.7390 1.0979
C 0.1908 2.7963 1.4564
C -1.6082 1.7643 0.2671
C 1.0272 -1.1375 -1.2771
H -2.4788 -3.2426 0.6382
H -0.4393 2.8520 2.3425
H 0.8646 3.6514 1.4547
H 0.8932 3.6747 -0.8554
H -2.3522 1.9222 -1.7617
H -4.2550 0.9911 0.4480
H 0.7347 1.9162 -1.0585
H -0.7858 -1.9583 2.0207
H -2.6166 -2.8572 -1.0969
H -0.7154 -1.8802 -2.2501
H -2.0510 1.7093 1.2647
H 1.4832 -0.9923 2.0759
H -4.6579 1.1484 -1.2793
H 0.7935 1.8764 1.5110
H 1.5374 -0.9003 -2.1983
H -1.1162 0.7946 0.0684
H -0.4469 3.0240 -1.7977
H -2.8764 -0.5658 -1.6320
H -3.1447 2.9870 -0.5957
```

E_tot, eV: -88860.027
Kohn-Sham gap, eV: 9.110
Total charge: 0
Max |F|, eV Å⁻¹: 0.77
M, g mol⁻¹: 299.21
Highest occupied orbital energy, eV: -8.44
ΔE to the lowest compared entry with this formula, charge and spin, kcal per mole: 0.0

Here are the natural (NBO) charges for atoms 1 to 2, given in e:
1 Br 0.052
2 O -0.623

=====

# 5
Here is a molecular structure, C13H19CaO5SbSe from the OMol25 dataset. Energies are from ωB97M-V/def2-TZVPD.

The geometry in XYZ format:
```
40
C13H19CaO5SbSe, DFT ωB97M-V/def2-TZVPD
Sb 0.2068 3.1005 -1.1924
Se -1.7491 -1.9281 -2.0556
Ca 0.0980 -0.1269 -1.1800
O 1.8801 0.5699 -0.1073
O -2.2977 -1.1807 1.2568
O 0.1422 1.0325 2.6318
O 0.7148 -1.1802 0.6688
O -1.3852 0.6673 0.3377
C 0.8069 -5.2643 -1.8581
C 0.7239 -5.7011 -0.5410
C 1.9329 4.0147 -0.3633
C -0.9708 0.1590 2.6682
C 1.4246 0.4580 2.2832
C -0.3063 4.6801 -2.5271
C -0.7490 -3.4407 -1.3858
C 0.0814 -4.1480 -2.2747
C -0.0866 -5.0065 0.3551
C 1.3843 -0.1097 0.8733
C -1.1120 3.7830 0.3326
C -0.8149 -3.8882 -0.0588
C -1.5673 -0.0977 1.3069
H 1.4361 -5.7928 -2.5686
H 2.1060 3.5974 0.6332
H 0.4364 4.7677 -3.3313
H -0.3469 5.6197 -1.9605
H -2.4729 -1.3650 0.2978
H 1.2814 -6.5728 -0.2165
H 1.6976 -0.3286 2.9839
H -0.7311 -0.8003 3.1149
H -0.9808 4.8627 0.4465
H 0.1469 -3.8223 -3.3025
H 2.1351 1.2752 2.3369
H -2.1439 3.5604 0.0538
H -1.4326 -3.3641 0.6638
H -1.2872 4.4825 -2.9765
H 2.8148 3.8250 -0.9799
H -0.1546 -5.3357 1.3938
H -0.8743 3.2696 1.2677
H 1.7533 5.0876 -0.2896
H -1.7404 0.6407 3.2628
```

E_tot, eV: -114351.738
Kohn-Sham gap, eV: 7.695
Total charge: 0
Max |F|, eV Å⁻¹: 2.06
M, g mol⁻¹: 496.09
Highest occupied orbital energy, eV: -7.53
ΔE to the lowest compared entry with this formula, charge and spin, kcal per mole: 4.4

Here are the natural (NBO) charges for atoms 1 to 2, given in e:
1 Sb 0.959
2 Se -0.581